This record from the OMol25 dataset describes a molecular structure, C32H40N3. The level of theory is the ωB97M-V functional and the def2-TZVPD basis.

## Properties
ΔE to the lowest compared entry with this formula, charge and spin: 88.7 kcal per mole
net charge: +1
maximum force: 4.694 eV/A

Last column: Mulliken charge in e.
Cartesian coordinates (Å):
C -6.539 -0.426 -0.441  -1.61
C -5.107 -0.160 -0.805  0.59
C -4.536 1.100 -0.529  -1.03
C -3.196 1.352 -0.820  1.25
C -2.686 2.743 -0.590  -1.69
C -2.405 0.306 -1.298  -0.75
N -1.010 0.566 -1.480  1.16
C 0.024 0.327 -0.576  0.49
N 1.153 0.623 -1.379  1.20
C 2.521 0.319 -1.111  -0.47
C 2.898 -1.030 -0.895  1.36
C 1.916 -2.153 -0.926  -1.09
C 4.225 -1.344 -0.562  -1.47
C 5.184 -0.312 -0.554  0.81
C 6.615 -0.610 -0.224  -1.63
C 4.817 1.007 -0.877  -0.88
C 3.489 1.342 -1.134  1.52
C 3.190 2.805 -1.259  -2.40
C 0.873 1.144 -2.742  -0.49
C -0.650 1.183 -2.782  -0.48
C -2.987 -0.901 -1.760  0.69
C -2.239 -1.984 -2.500  -1.44
C -4.330 -1.141 -1.431  -0.68
H -6.786 -1.461 -0.677  0.38
H -6.729 -0.228 0.619  0.35
H -7.209 0.206 -1.028  0.37
H -5.157 1.895 -0.107  0.46
H -1.592 2.816 -0.660  0.04
H -3.122 3.447 -1.330  0.35
H -2.980 3.090 0.418  0.45
H 2.416 -3.130 -0.764  0.48
H 1.209 -2.115 -0.080  0.27
H 1.332 -2.202 -1.863  0.23
H 4.512 -2.371 -0.307  0.38
H 7.160 0.311 -0.029  0.38
H 6.710 -1.258 0.644  0.38
H 7.150 -1.101 -1.038  0.31
H 5.589 1.802 -0.828  0.31
H 3.944 3.332 -0.641  0.46
H 3.320 3.166 -2.293  0.41
H 2.192 3.079 -0.895  0.31
H 1.344 2.141 -2.909  0.24
H 1.259 0.454 -3.525  0.34
H -1.067 0.601 -3.632  0.28
H -1.028 2.227 -2.852  0.33
H -2.919 -2.842 -2.707  0.42
H -1.835 -1.634 -3.469  0.30
H -1.396 -2.409 -1.917  0.13
H -4.805 -2.107 -1.666  0.30
C -2.545 -1.669 3.370  -0.70
C -2.677 -2.611 2.171  -0.68
C -1.763 -2.060 1.038  0.96
N -0.964 -1.008 1.632  0.47
C -0.096 -0.239 0.949  0.29
C 0.996 0.400 1.712  0.25
C 1.754 -0.216 2.752  -0.12
C 2.763 0.476 3.448  -0.95
C 2.974 1.850 3.173  -0.63
C 2.251 2.464 2.125  -0.73
C 1.261 1.757 1.449  0.19
C -1.295 -0.820 3.117  -0.60
H -3.364 -0.959 3.391  0.29
H -2.495 -2.159 4.346  0.37
H -2.299 -3.597 2.462  0.34
H -3.721 -2.677 1.824  0.36
H -1.084 -2.834 0.620  0.27
H -2.398 -1.603 0.261  -1.15
H 0.008 -0.882 -0.328  -1.58
H 1.558 -1.259 3.018  0.49
H 3.382 -0.074 4.186  0.41
H 3.660 2.423 3.816  0.42
H 2.515 3.487 1.856  0.48
H 0.648 2.268 0.710  0.25
H -1.367 0.272 3.401  0.34
H -0.433 -1.194 3.712  0.33



This record from the OMol25 dataset describes 2 unconnected molecules or ions with the total composition C32H40N5O6P2. The level of theory is the ωB97M-V functional and the def2-TZVPD basis.

## Properties
E_tot: -72138.86328 eV
net charge: +1
maximum force: 1.488 eV/A

Last column: Mulliken charge in e.
Cartesian coordinates (Å):
C -0.148 -1.300 3.824  -1.13
C 1.026 -0.761 3.037  0.03
O 0.689 0.539 2.509  -0.18
C 1.707 1.431 2.430  -0.07
O 2.420 1.702 3.355  -0.57
C 1.891 2.080 1.063  0.36
C 0.632 2.095 0.199  -0.44
C 0.822 2.171 -1.342  -0.83
N 2.187 1.946 -1.847  0.96
C 2.650 0.770 -2.150  -1.90
N 1.907 -0.400 -2.057  1.65
C 1.597 -0.899 -0.708  0.51
C 1.651 -2.411 -0.712  -0.64
N 0.648 -3.172 -0.643  -0.64
C 0.817 -0.559 -3.036  -0.84
C 0.908 -1.863 -3.873  -1.17
O 2.162 -2.497 -3.749  -0.49
N 3.978 0.751 -2.619  1.10
P 4.184 0.343 -4.306  0.32
N 5.211 1.258 -5.016  -0.82
P 4.952 -0.133 -1.440  0.14
C 6.574 0.558 -1.876  -1.14
O 5.029 -1.634 -2.102  -0.44
C 3.004 3.138 -2.042  0.17
C 2.772 3.878 -3.189  -0.27
C 3.513 5.029 -3.410  -0.86
C 4.466 5.434 -2.483  -0.49
C 4.694 4.669 -1.346  -1.27
C 3.963 3.513 -1.116  -0.17
H -0.350 -0.654 4.676  0.34
H 0.069 -2.309 4.176  0.43
H -1.032 -1.369 3.193  0.09
H 1.907 -0.694 3.675  0.50
H 1.245 -1.437 2.204  0.01
H 2.721 1.531 0.613  -0.45
H 2.220 3.094 1.281  0.68
H 0.060 2.981 0.476  0.76
H -0.003 1.246 0.428  -0.14
H 0.125 1.500 -1.834  0.25
H 0.566 3.177 -1.666  0.68
H 0.618 -0.568 -0.347  -0.48
H 2.380 -0.543 -0.035  0.27
H 2.645 -2.852 -0.768  0.47
H -0.217 -2.628 -0.577  0.28
H -0.130 -0.585 -2.488  0.43
H 0.762 0.316 -3.685  0.82
H 0.113 -2.539 -3.555  0.36
H 0.703 -1.626 -4.920  0.42
H 2.579 -2.545 -4.612  0.36
H 4.456 -1.026 -4.372  0.06
H 2.852 0.509 -4.722  0.00
H 5.969 0.739 -5.443  0.28
H 7.328 -0.020 -1.340  0.46
H 6.764 0.475 -2.945  0.33
H 6.586 1.602 -1.568  0.29
H 5.717 -2.164 -1.680  0.30
H 2.032 3.572 -3.918  0.46
H 3.349 5.621 -4.300  0.42
H 5.027 6.341 -2.660  0.43
H 5.449 4.984 -0.638  0.44
H 4.154 2.922 -0.232  0.63
C -9.721 -2.278 4.624  -0.49
C -9.294 -3.596 4.504  -0.49
C -8.054 -3.879 3.958  -0.58
C -7.237 -2.844 3.521  0.22
C -7.674 -1.520 3.625  0.17
C -8.914 -1.242 4.186  -0.58
C -6.837 -0.392 3.131  0.63
O -7.203 0.759 3.224  -0.65
C -5.521 -0.724 2.504  0.20
C -4.742 0.306 1.991  -0.88
C -3.516 0.021 1.418  -0.28
C -3.060 -1.292 1.362  -0.13
C -3.833 -2.322 1.869  -0.78
C -5.070 -2.041 2.435  0.00
C -5.901 -3.170 2.952  0.61
O -5.493 -4.310 2.903  -0.65
H -10.688 -2.060 5.058  0.40
H -9.931 -4.403 4.839  0.41
H -7.709 -4.899 3.865  0.48
H -9.237 -0.214 4.270  0.48
H -5.108 1.322 2.046  0.48
H -2.911 0.825 1.017  0.42
H -2.096 -1.513 0.919  0.46
H -3.491 -3.347 1.830  0.48



This record from the OMol25 dataset describes a molecular structure, C32H41AsN4ORuS. The level of theory is the ωB97M-V functional and the def2-TZVPD basis.

## Properties
ΔE to the lowest compared entry with this formula, charge and spin: 24.4 kcal per mole
net charge: +3
maximum force: 2.359 eV/A
spin multiplicity: 2
expectation value of S²: 0.7617

Last column: Löwdin spin population.
Cartesian coordinates (Å):
Ru -0.184 -1.707 0.102  0.65
N -1.978 -0.741 -0.678  0.03
C -3.248 -1.389 -0.285  0.00
C -3.012 -2.173 0.990  0.00
N -1.832 -3.057 0.813  -0.01
C -1.445 -3.715 2.100  0.00
C -0.393 -2.893 2.779  0.00
N 0.711 -2.708 1.797  0.01
C -2.088 -4.118 -0.194  0.00
C -0.759 -4.632 -0.681  0.00
N -0.021 -3.448 -1.171  0.00
H -1.859 0.123 -0.147  0.00
H -1.987 -0.477 -1.659  0.00
H -3.587 -2.019 -1.103  0.00
H -4.032 -0.649 -0.117  0.00
H -3.902 -2.751 1.253  0.00
H -2.797 -1.501 1.822  0.00
H -1.047 -4.702 1.873  0.00
H -2.315 -3.868 2.742  0.00
H -0.050 -3.351 3.707  0.00
H -0.787 -1.912 3.024  0.00
H 1.113 -3.607 1.538  0.00
H 1.463 -2.175 2.230  0.00
H -2.643 -3.699 -1.030  0.00
H -2.698 -4.918 0.231  0.00
H -0.894 -5.379 -1.463  0.00
H -0.176 -5.102 0.110  0.00
H -0.419 -3.157 -2.060  0.01
H 0.942 -3.708 -1.375  0.00
C 3.918 0.076 -5.602  0.00
C 4.371 -0.306 -4.348  0.00
C 3.467 -0.615 -3.339  0.01
C 2.111 -0.514 -3.612  0.08
C 1.640 -0.161 -4.873  0.01
C 2.557 0.147 -5.867  0.00
As 0.741 -0.726 -2.230  0.14
C 0.416 1.149 -1.857  0.01
C -0.430 2.003 -2.543  0.00
C -0.427 3.358 -2.220  0.00
C 0.401 3.839 -1.213  0.00
C 1.227 2.975 -0.507  0.00
C 1.236 1.621 -0.822  0.00
C 2.090 0.604 -0.197  0.00
C 3.134 0.856 0.684  0.00
C 3.932 -0.186 1.137  0.01
C 3.719 -1.502 0.723  0.00
C 2.701 -1.768 -0.174  0.01
C 1.865 -0.730 -0.629  0.00
H 4.630 0.313 -6.381  0.00
H 5.432 -0.365 -4.148  0.00
H 3.836 -0.916 -2.368  0.00
H 0.579 -0.125 -5.091  0.00
H 2.206 0.435 -6.848  0.00
H -1.068 1.646 -3.343  0.00
H -1.059 4.042 -2.771  0.00
H 0.409 4.896 -0.983  0.00
H 1.862 3.369 0.277  0.00
H 3.361 1.868 0.993  0.00
H 4.762 0.031 1.798  0.00
H 4.374 -2.292 1.067  0.00
H 2.602 -2.770 -0.575  0.00
C -3.405 5.888 2.316  0.00
C -2.687 4.575 2.384  0.00
C -2.084 4.021 1.254  0.00
C -1.453 2.788 1.303  0.00
C -1.419 2.116 2.518  0.00
C -2.007 2.637 3.668  0.00
C -2.628 3.868 3.590  0.00
S -0.603 0.564 2.672  0.00
C 1.027 1.081 3.182  0.00
O -0.452 0.099 1.203  0.00
H -3.302 6.356 1.339  0.00
H -3.029 6.574 3.076  0.00
H -4.468 5.746 2.517  0.00
H -2.105 4.569 0.320  0.00
H -0.990 2.363 0.417  0.00
H -1.979 2.099 4.609  0.00
H -3.090 4.286 4.475  0.00
H 1.407 1.794 2.452  0.00
H 1.676 0.209 3.255  0.00
H 0.921 1.549 4.161  0.00



- Look up the maximum force of the third one.
  2.359 eV/A